Entry 1:
Density functional theory data (wB97M-V/def2-TZVPD) for 7 unconnected molecules or ions with the total composition C49H84BFN6O3P.

## Properties
- E_HOMO (eV) = -4.28
- total charge = -1
- frontier orbital gap (eV) = 5.7

Geometry as XYZ:
```
145
Properties=species:S:1:pos:R:3:lowdin_charge:R:1
C -5.660 3.790 -3.866 -0.18
C -6.926 2.798 -3.934 -0.40
P -6.452 0.932 -3.922 1.00
C -4.930 0.635 -5.046 -0.31
C -6.033 0.430 -2.108 -0.46
C -5.448 1.547 -1.114 -0.09
C -3.878 1.833 -1.254 -0.33
C -3.595 3.208 -0.420 -0.06
O -3.394 1.925 -2.612 -0.17
C -1.957 1.857 -2.681 -0.17
C -1.393 0.352 -2.456 -0.12
C -0.627 0.076 -1.123 -0.02
C -0.140 -1.392 -0.913 -0.08
C -0.359 -2.541 -1.925 -0.08
C -1.077 -2.260 -3.275 -0.06
C -1.582 -0.788 -3.484 -0.03
O -5.585 -0.940 -1.953 -0.06
B -6.392 -1.592 -0.897 -0.77
C -6.148 -3.166 -0.544 -0.11
C -6.183 -3.488 1.048 -0.19
C -4.969 -2.827 1.867 -0.34
C -3.627 -2.808 0.976 -0.08
C -5.341 -1.409 2.527 -0.19
C -5.012 -1.281 4.090 -0.20
C -3.492 -0.903 4.420 -0.09
C -2.408 -0.843 3.485 -0.28
C -2.247 0.195 2.281 -0.08
C -1.212 -1.921 3.719 -0.10
O -7.788 -1.184 -1.287 -0.01
C -7.578 0.219 -1.526 -0.32
F -8.077 1.172 -0.557 -0.07
H -5.423 4.033 -2.769 0.05
H -5.927 4.758 -4.413 0.06
H -4.726 3.340 -4.346 0.05
H -7.557 3.012 -2.988 0.08
H -7.522 3.054 -4.878 0.06
H -5.216 -0.178 -5.815 0.03
H -4.083 0.231 -4.399 0.00
H -4.605 1.572 -5.609 0.03
H -5.606 1.157 -0.038 0.13
H -6.026 2.518 -1.287 0.10
H -3.342 0.996 -0.659 0.13
H -3.975 2.990 0.650 0.09
H -2.487 3.459 -0.340 0.03
H -4.231 4.038 -0.880 0.07
H -1.409 2.505 -1.918 0.10
H -1.576 2.198 -3.718 0.13
H -0.417 0.881 -0.326 0.07
H 0.396 -1.616 0.070 0.04
H -0.012 -3.619 -1.735 0.08
H -1.233 -3.088 -4.058 0.08
H -2.126 -0.565 -4.467 0.08
H -6.209 -0.850 0.039 0.10
H -7.061 -3.740 -0.977 0.10
H -5.234 -3.634 -1.066 0.09
H -6.113 -4.633 1.216 0.10
H -7.199 -3.170 1.501 0.11
H -4.748 -3.543 2.753 0.12
H -3.691 -1.900 0.282 0.09
H -3.642 -3.786 0.358 0.08
H -2.659 -2.829 1.576 0.05
H -4.912 -0.530 1.913 0.10
H -6.488 -1.300 2.425 0.11
H -5.348 -2.202 4.675 0.11
H -5.658 -0.403 4.486 0.10
H -3.246 -0.703 5.527 0.09
H -2.833 -0.083 1.332 0.05
H -1.132 0.153 1.971 0.05
H -2.426 1.290 2.585 0.08
H -0.387 -1.776 2.944 0.05
H -1.705 -2.944 3.510 0.07
H -0.848 -1.861 4.803 0.07
H -8.286 0.412 -2.423 0.10
C 1.235 -0.247 -6.278 -0.11
C 2.310 -0.962 -7.078 -0.29
C 1.736 -2.032 -8.006 -0.18
C 1.010 -3.073 -7.198 -0.20
N 0.440 -3.890 -6.563 0.13
H 0.703 -0.937 -5.617 0.06
H 1.679 0.527 -5.647 0.07
H 0.504 0.231 -6.938 0.08
H 3.026 -1.416 -6.385 0.11
H 2.861 -0.230 -7.672 0.06
H 2.540 -2.511 -8.569 0.11
H 1.039 -1.587 -8.723 0.11
C 2.528 1.153 2.707 -0.16
C 3.018 2.241 1.766 -0.26
C 2.165 3.505 1.839 -0.18
C 0.744 3.181 1.454 -0.17
N -0.376 2.932 1.157 0.16
H 1.516 0.828 2.449 0.06
H 3.174 0.280 2.646 0.01
H 2.523 1.502 3.746 0.06
H 3.019 1.852 0.742 0.11
H 4.055 2.490 2.015 0.11
H 2.555 4.266 1.157 0.11
H 2.176 3.920 2.851 0.11
C 3.020 2.344 7.358 -0.11
C 2.901 0.859 7.684 -0.26
C 4.183 0.079 7.381 -0.18
C 4.511 0.184 5.920 -0.19
N 4.767 0.266 4.771 0.16
H 3.198 2.510 6.292 0.06
H 2.094 2.864 7.616 0.07
H 3.838 2.805 7.920 0.07
H 2.067 0.437 7.114 0.11
H 2.657 0.746 8.744 0.11
H 4.053 -0.974 7.643 0.12
H 5.020 0.472 7.965 0.10
C 3.694 -3.598 3.989 -0.11
C 2.256 -3.874 3.563 -0.27
C 2.052 -3.766 2.050 -0.17
C 2.388 -2.378 1.588 -0.17
N 2.657 -1.273 1.222 0.17
H 3.999 -2.578 3.742 0.06
H 3.799 -3.715 5.071 0.07
H 4.387 -4.292 3.504 0.08
H 1.592 -3.172 4.078 0.10
H 1.975 -4.880 3.890 0.11
H 1.011 -3.985 1.795 0.11
H 2.688 -4.483 1.524 0.12
C 6.228 2.896 -10.048 -0.12
C 5.291 3.239 -8.895 -0.27
C 5.579 2.425 -7.632 -0.18
C 5.407 0.961 -7.916 -0.19
N 5.271 -0.189 -8.141 0.15
H 6.119 1.854 -10.361 0.07
H 6.005 3.520 -10.917 0.07
H 7.272 3.064 -9.768 0.08
H 4.258 3.071 -9.216 0.11
H 5.387 4.303 -8.663 0.11
H 4.892 2.715 -6.832 0.12
H 6.599 2.605 -7.283 0.12
C 9.728 -0.210 5.589 -0.11
C 8.803 0.805 6.252 -0.27
C 8.664 0.588 7.761 -0.19
C 8.088 -0.773 8.029 -0.22
N 7.632 -1.841 8.239 0.13
H 9.344 -1.228 5.686 0.07
H 9.819 0.002 4.521 0.07
H 10.729 -0.175 6.030 0.08
H 7.818 0.751 5.777 0.10
H 9.191 1.812 6.071 0.11
H 8.004 1.345 8.191 0.11
H 9.637 0.667 8.252 0.11
```

=====

Entry 2:
Density functional theory data (wB97M-V/def2-TZVPD) for 10 unconnected molecules or ions with the total composition C49H92F30N10O24S10.

## Properties
- E_HOMO (eV) = -8.49
- total charge = 0
- frontier orbital gap (eV) = 7.4

Geometry as XYZ:
```
215
Properties=species:S:1:pos:R:3:lowdin_charge:R:1
C 6.869 -4.721 2.990 -0.07
C 6.600 -3.511 2.084 -0.24
C 6.001 -2.373 2.802 -0.10
N 5.796 -1.081 1.932 -0.19
C 6.975 -0.782 1.011 -0.10
C 8.229 -0.232 1.778 -0.12
C 7.774 1.004 2.685 -0.16
C 6.558 0.732 3.601 -0.14
C 5.384 0.116 2.783 -0.10
C 4.548 -1.321 1.039 0.02
H 7.303 -4.414 3.941 0.08
H 7.554 -5.459 2.570 0.08
H 5.903 -5.163 3.231 0.06
H 5.945 -3.687 1.232 0.10
H 7.620 -3.257 1.795 0.11
H 6.679 -1.931 3.532 0.12
H 5.179 -2.683 3.446 0.14
H 7.168 -1.586 0.300 0.12
H 6.642 0.025 0.359 0.13
H 8.764 -0.935 2.416 0.10
H 8.945 0.046 1.004 0.11
H 8.476 1.419 3.408 0.11
H 7.523 1.816 2.002 0.11
H 6.894 -0.031 4.303 0.10
H 6.240 1.558 4.237 0.12
H 4.596 -0.267 3.432 0.09
H 4.899 0.916 2.224 0.13
H 4.781 -2.184 0.415 0.07
H 4.461 -0.473 0.361 0.11
H 3.660 -1.525 1.637 0.08
C -5.006 -7.699 -2.596 -0.09
C -3.703 -7.099 -2.223 -0.25
C -2.608 -7.386 -3.262 -0.08
N -1.176 -7.091 -2.744 -0.24
C -0.225 -7.589 -3.883 -0.07
C -0.259 -6.738 -5.153 -0.19
C -0.082 -5.303 -4.869 -0.20
C -1.032 -4.803 -3.823 -0.15
C -1.030 -5.603 -2.500 -0.09
C -0.808 -7.829 -1.489 0.03
H -5.892 -7.384 -2.043 0.09
H -4.895 -8.782 -2.565 0.08
H -5.190 -7.342 -3.610 0.08
H -3.427 -7.362 -1.202 0.11
H -3.744 -6.013 -2.151 0.09
H -2.702 -6.818 -4.187 0.13
H -2.534 -8.467 -3.381 0.13
H -0.413 -8.646 -4.074 0.13
H 0.774 -7.594 -3.448 0.13
H -1.096 -6.855 -5.842 0.12
H 0.456 -7.079 -5.902 0.13
H -0.327 -4.804 -5.807 0.13
H 0.922 -5.057 -4.524 0.10
H -2.048 -4.678 -4.197 0.11
H -0.819 -3.766 -3.563 0.11
H -1.683 -5.184 -1.735 0.15
H -0.008 -5.467 -2.145 0.10
H -1.480 -7.484 -0.703 0.10
H 0.248 -7.662 -1.276 0.11
H -1.067 -8.878 -1.632 0.11
C -7.049 5.399 3.153 -0.08
C -5.552 5.625 3.170 -0.24
C -4.854 5.106 4.404 -0.11
N -3.368 5.511 4.493 -0.21
C -2.519 5.129 3.270 -0.07
C -0.990 5.540 3.377 -0.13
C -0.893 6.999 3.662 -0.19
C -1.740 7.443 4.844 -0.17
C -3.213 7.004 4.716 -0.11
C -2.759 4.694 5.685 0.05
H -7.532 6.038 3.893 0.08
H -7.323 4.375 3.403 0.06
H -7.501 5.644 2.191 0.08
H -5.467 6.682 2.917 0.11
H -5.065 5.097 2.351 0.10
H -5.056 4.051 4.587 0.12
H -5.278 5.477 5.338 0.13
H -3.047 5.588 2.434 0.12
H -2.744 4.088 3.041 0.13
H -0.593 5.311 2.388 0.09
H -0.429 4.916 4.072 0.11
H -1.284 7.526 2.792 0.12
H 0.118 7.343 3.879 0.13
H -1.818 8.530 4.833 0.12
H -1.296 7.167 5.801 0.11
H -3.630 7.683 3.971 0.13
H -3.793 7.307 5.588 0.13
H -2.675 3.620 5.516 0.11
H -3.348 4.973 6.559 0.11
H -1.738 5.024 5.873 0.09
C 2.850 3.692 -8.851 -0.10
O 1.564 3.952 -8.322 -0.18
C 0.639 4.406 -9.386 -0.17
C -0.714 4.173 -8.770 -0.10
N -0.850 2.722 -8.345 0.08
H -0.826 2.223 -9.223 0.17
H -0.012 2.407 -7.877 0.15
C -2.129 2.208 -7.646 -0.03
C -1.821 0.863 -6.942 -0.20
O -0.546 0.743 -6.376 -0.19
C -0.347 -0.386 -5.571 -0.08
H 3.516 4.553 -8.911 0.09
H 2.749 3.205 -9.821 0.09
H 3.368 2.950 -8.244 0.09
H 0.608 3.790 -10.285 0.12
H 0.902 5.392 -9.769 0.14
H -1.452 4.325 -9.557 0.14
H -0.823 4.921 -7.984 0.14
H -2.936 2.220 -8.378 0.14
H -2.449 2.920 -6.885 0.14
H -2.033 0.068 -7.656 0.13
H -2.533 0.765 -6.122 0.10
H -0.453 -1.258 -6.216 0.10
H -1.071 -0.360 -4.758 0.08
H 0.572 -0.411 -4.986 0.09
C -0.348 -1.873 -1.535 -0.08
O -0.223 -0.764 -0.663 -0.20
C 1.058 -0.587 -0.085 -0.19
C 1.329 0.716 0.628 -0.03
N 0.294 1.035 1.760 0.09
H 0.512 0.574 2.633 0.05
H 0.361 2.025 1.944 0.10
C -1.206 0.805 1.413 -0.04
C -1.585 1.899 0.408 -0.21
O -1.183 3.153 0.881 -0.20
C -1.226 4.137 -0.145 -0.08
H -1.379 -1.936 -1.884 0.10
H 0.032 -2.794 -1.092 0.08
H 0.347 -1.775 -2.370 0.07
H 1.777 -0.677 -0.900 0.12
H 1.161 -1.427 0.602 0.12
H 1.334 1.604 -0.004 0.13
H 2.255 0.675 1.202 0.11
H -1.622 1.060 2.387 0.12
H -1.593 -0.190 1.193 0.11
H -2.662 2.055 0.350 0.12
H -1.240 1.589 -0.578 0.11
H -2.268 4.258 -0.440 0.09
H -0.570 3.915 -0.987 0.09
H -0.823 5.077 0.235 0.07
C 0.922 2.075 5.958 -0.65
F 1.554 3.038 6.564 0.18
F 0.412 1.185 6.853 0.12
F -0.071 2.615 5.259 0.14
S 2.097 1.113 4.818 0.71
O 2.319 1.917 3.610 -0.32
O 3.298 0.815 5.586 -0.26
N 1.011 -0.026 4.156 -0.30
S 1.545 -1.315 4.714 0.53
O 2.837 -1.685 4.106 -0.33
O 1.357 -1.569 6.111 -0.27
C 0.313 -2.632 4.021 -0.61
F 0.312 -2.785 2.743 0.16
F 0.601 -3.828 4.644 0.09
F -0.986 -2.331 4.349 0.10
C -6.509 1.204 4.344 -0.63
F -7.529 1.860 3.878 0.16
F -5.990 1.812 5.484 0.07
F -6.935 -0.006 4.720 0.12
S -5.112 1.052 3.034 0.66
O -5.229 2.238 2.169 -0.34
O -3.852 1.146 3.787 -0.34
N -5.432 -0.380 2.222 -0.29
S -4.539 -1.462 2.908 0.59
O -3.191 -1.551 2.313 -0.33
O -4.556 -1.496 4.376 -0.33
C -5.408 -3.162 2.392 -0.67
F -4.920 -4.090 3.144 0.18
F -6.685 -3.020 2.544 0.17
F -5.021 -3.421 1.096 0.08
C 5.103 -4.051 -2.389 -0.68
F 5.702 -3.254 -1.578 0.17
F 5.087 -3.522 -3.568 0.18
F 5.766 -5.255 -2.417 0.09
S 3.222 -4.430 -1.804 0.70
O 2.780 -3.047 -1.639 -0.32
O 2.638 -5.213 -2.874 -0.31
N 3.602 -5.289 -0.365 -0.29
S 2.482 -4.964 0.625 0.55
O 2.690 -3.663 1.275 -0.33
O 1.096 -5.238 0.177 -0.33
C 2.785 -6.165 2.052 -0.63
F 4.087 -6.128 2.409 0.10
F 2.032 -5.835 3.133 0.14
F 2.565 -7.392 1.619 0.14
C -3.984 1.600 -2.241 -0.58
F -4.454 1.368 -1.009 0.12
F -4.092 2.995 -2.367 0.06
F -2.714 1.217 -2.372 0.13
S -5.115 0.763 -3.570 0.69
O -6.423 1.385 -3.408 -0.29
O -4.404 1.125 -4.825 -0.36
N -5.150 -0.820 -2.966 -0.27
S -4.834 -1.619 -4.244 0.52
O -5.674 -1.368 -5.404 -0.31
O -3.406 -1.772 -4.473 -0.35
C -5.316 -3.374 -3.546 -0.66
F -4.535 -3.741 -2.548 0.13
F -6.581 -3.418 -3.200 0.16
F -5.130 -4.335 -4.491 0.08
C 5.145 6.495 4.204 -0.62
F 6.176 6.768 3.372 0.11
F 5.669 6.008 5.330 0.14
F 4.529 7.682 4.425 0.11
S 3.881 5.224 3.553 0.69
O 4.618 3.977 3.670 -0.31
O 2.771 5.301 4.499 -0.32
N 3.306 5.870 2.012 -0.28
S 2.942 4.565 1.312 0.55
O 3.988 3.563 1.145 -0.33
O 1.572 4.069 1.698 -0.35
C 2.533 5.252 -0.530 -0.56
F 1.644 6.231 -0.413 0.12
F 3.687 5.794 -1.125 0.05
F 2.121 4.250 -1.338 0.10
```